This record from the OMol25 dataset describes a molecular structure, C32H33BrCl4CrGe2IO4Se2. The level of theory is ωB97M-V with the def2-TZVPD basis set.

Element x y z (Å)
Cr1 -1.083 -0.589 0.385
Cl1 -0.030 6.111 1.475
C1 -0.191 4.394 1.686
C2 -0.037 3.825 2.938
Cl2 0.321 4.822 4.312
C3 -0.158 2.434 3.087
Cl3 0.047 1.693 4.643
C4 -0.440 1.595 2.011
O1 -0.570 0.305 2.119
C5 -0.567 2.184 0.701
O2 -0.762 1.385 -0.304
C6 -0.446 3.568 0.579
Cl4 -0.544 4.242 -1.018
O3 -1.864 -4.856 2.178
C7 -1.089 -4.472 1.058
C8 -1.897 -4.286 -0.234
C9 -2.343 -5.692 -0.666
O4 -3.198 -5.707 -1.810
C10 -3.166 -3.444 0.002
Se1 -3.056 -1.967 1.309
C11 -0.948 -3.732 -1.318
Se2 -1.074 -1.841 -1.864
H1 -2.338 -4.045 2.443
H2 -0.342 -5.257 0.901
H3 -0.551 -3.542 1.258
H4 -2.833 -6.180 0.183
H5 -1.463 -6.280 -0.940
H6 -3.794 -4.954 -1.729
H7 -3.958 -4.092 0.387
H8 -3.496 -3.008 -0.943
H9 -1.116 -4.285 -2.242
H10 0.087 -3.919 -1.016
C12 2.222 -1.397 -3.919
Ge1 2.295 0.142 -2.701
C13 1.084 1.534 -3.367
C14 4.143 0.862 -2.797
Ge2 1.804 -0.334 -0.376
C15 2.432 -2.075 0.297
C16 3.176 -2.958 -0.489
C17 3.536 -4.213 -0.014
C18 3.162 -4.609 1.263
C19 2.422 -3.744 2.059
C20 2.056 -2.493 1.576
C21 2.583 1.064 0.744
C22 2.543 2.389 0.297
C23 2.981 3.433 1.101
C24 3.454 3.172 2.379
C25 3.500 1.862 2.840
C26 3.071 0.819 2.031
H11 2.528 -1.073 -4.918
H12 1.208 -1.792 -3.952
H13 2.889 -2.195 -3.593
H14 0.936 1.420 -4.443
H15 1.515 2.519 -3.175
H16 0.122 1.478 -2.858
H17 4.367 1.238 -3.799
H18 4.871 0.089 -2.545
H19 4.254 1.680 -2.083
H20 3.479 -2.663 -1.487
H21 4.107 -4.885 -0.645
H22 3.431 -5.592 1.632
H23 2.102 -4.050 3.048
H24 1.450 -1.838 2.197
H25 2.136 2.609 -0.685
H26 2.909 4.454 0.744
H27 3.757 3.988 3.024
H28 3.852 1.655 3.844
H29 3.108 -0.195 2.411
Br1 -6.573 3.705 -2.691
C27 -5.474 4.251 -1.239
C28 -5.553 5.578 -0.841
C29 -4.767 6.037 0.204
C30 -3.908 5.165 0.854
C31 -3.841 3.841 0.455
C32 -4.615 3.366 -0.600
I1 -4.372 1.357 -1.112
H30 -6.230 6.244 -1.361
H31 -4.824 7.076 0.504
H32 -3.270 5.508 1.659
H33 -3.160 3.162 0.955

Energy relative to the best compared isomer or geometry (same formula, charge and spin), kcal per mole: 2.2
Total charge: -2
Orbital gap (spin up / spin down), eV: 4.792 / 5.877
Highest occupied orbital energy (spin up / spin down), eV: -1.118 / -2.204
Spin multiplicity: 6
Lowest unoccupied orbital energy (spin up / spin down), eV: 3.7 / 3.7
E_tot, eV: -442292.439